Formula: C45H59F6InN3OP2SSi
Source: OMol25
Level of theory: the ωB97M-V functional and the def2-TZVPD basis

Frontier orbital gap ... 5.987 eV
Charge ... -1
Molecular weight ... 1008.9 g/mol
Relative energy (zero: lowest compared OMol25 entry of this formula, charge and spin) ... 20.1 kcal/mol
E_tot ... -112910.7967 eV

Geometry (Å):
In  1.19130  1.94724  1.68768
S  5.79127  0.73687  0.24352
P  -2.34916  0.84193  -0.37715
P  2.02370  -2.11563  0.10507
Si  -0.64231  -0.53055  2.08206
F  2.05334  7.48182  3.95396
F  3.36391  9.09239  2.01048
F  3.20432  5.51204  -1.00784
F  1.04588  5.16107  3.21659
F  -0.76677  2.48950  1.08422
F  3.89649  7.96131  -0.43287
O  2.20438  3.80722  0.97851
N  1.31398  1.50152  -0.61569
N  0.65463  2.15323  5.00252
N  3.36308  1.11494  1.60636
C  2.24654  7.07821  2.66495
C  -3.14344  0.76569  1.25764
C  4.39039  0.94571  1.00376
C  3.21985  -2.29715  2.64805
C  -4.97586  -2.27409  -1.78463
C  2.31010  5.10626  1.17236
C  -1.90501  -4.33511  1.14544
C  3.57683  -4.28204  1.17454
C  -2.43775  0.12888  2.33949
C  3.39725  -2.77776  1.20476
C  1.02162  2.05177  3.90020
C  0.31144  -4.25181  0.19880
C  -0.12088  -1.01139  3.83390
C  -4.28871  0.69066  3.81942
C  -3.07228  0.03102  3.59344
C  2.99407  7.81106  1.74872
C  3.28805  7.23234  0.52989
C  2.92103  5.94954  0.20569
C  1.86500  5.79681  2.37441
C  3.01417  -2.27145  -4.56319
C  -4.61214  -2.24488  -3.27414
C  4.51984  -2.47593  3.45623
C  4.53641  -4.72092  2.30935
C  -3.40035  5.02799  -2.54867
C  -1.74152  3.22726  -1.76821
C  -4.55784  -1.03860  -0.97886
C  4.11430  -2.59896  -3.56025
C  5.40475  -3.59732  2.86728
C  -2.00976  4.73684  -1.89619
C  2.49671  -2.81445  -1.59296
C  0.41236  -2.90588  0.51944
C  -0.69069  -2.25210  1.18889
C  -3.19376  -1.75739  -3.58850
C  -4.21439  2.76524  -1.69122
C  1.72951  -1.81667  -3.87519
C  3.80203  -2.15820  -2.11717
C  -2.96449  -0.37428  -2.89595
C  -1.86815  -2.97339  1.46279
C  -2.87769  2.58953  -0.94582
C  -4.97879  1.24340  2.76880
C  1.37559  -2.69659  -2.67593
C  -3.14228  -0.55546  -1.38430
C  -4.41036  1.29874  1.50223
C  -4.11010  3.72135  -2.88954
C  -0.83778  -4.91030  0.51051
H  -0.90854  -5.95615  0.19838
H  -2.94951  3.13660  0.00388
H  -4.54889  -1.23828  0.08872
H  1.11288  -4.76182  -0.33841
H  4.31397  -2.28920  0.82046
H  -0.60007  -1.94845  4.09792
H  4.01091  -5.23054  3.13549
H  -3.97034  5.63947  -1.83772
H  4.32567  -3.66628  -3.55738
H  5.08233  -1.55295  3.48854
H  -4.74537  -3.27781  -3.72523
H  0.50865  -2.25446  -2.16140
H  3.76510  -1.07719  -1.98194
H  -2.47048  -1.40202  -1.10966
H  -4.65477  1.76994  -1.98724
H  2.91246  -1.23624  2.61810
H  -3.56226  3.21708  -3.72268
H  3.98070  -4.55439  0.18868
H  -1.94416  -0.04047  -3.03913
H  -2.74115  -4.97824  1.44857
H  6.01583  -3.09609  2.10218
H  -1.67529  2.75585  -2.74394
H  5.17440  -5.53430  1.86709
H  -0.76751  3.09735  -1.28653
H  -5.30024  -0.24233  -1.14059
H  3.39499  -1.54317  -5.28784
H  -5.92783  1.70995  2.97436
H  5.08124  -2.16930  -3.87312
H  -6.05618  -2.39664  -1.66729
H  -4.94404  3.20584  -0.98182
H  6.15862  -4.01847  3.52341
H  -3.01523  -1.63918  -4.65339
H  1.04475  -3.69753  -3.00865
H  -2.63129  -0.54070  4.39860
H  2.79881  -3.18155  -5.13392
H  -0.00958  2.29679  5.78509
H  1.82710  2.32078  -0.97833
H  4.59876  -2.46994  -1.46752
H  -4.99652  1.71058  0.70518
H  0.38531  1.43657  -1.01645
H  -3.67511  0.37455  -3.30301
H  -1.90190  5.23480  -0.90560
H  0.87545  -1.80999  -4.55631
H  4.34227  -2.71301  4.50243
H  -2.70809  -2.50884  1.97725
H  -5.14097  3.91295  -3.21497
H  -5.32397  -1.58271  -3.80181
H  -4.51933  -3.19625  -1.29948
H  1.81723  -0.76550  -3.52929
H  -0.43611  -0.26161  4.56563
H  1.81110  0.63357  -0.74254
H  2.76991  -3.88947  -1.44722
H  0.96343  -1.10811  3.91917
H  -3.27593  5.60921  -3.45072
H  -1.20822  5.22570  -2.48587
H  -2.47386  -2.45270  -3.18524
H  2.39571  -2.82151  3.18451
H  2.59641  -4.82438  1.28726
H  -4.72313  0.67911  4.83359